Below is 6 unconnected molecules or ions with the total composition C2H13NO7 in a non-equilibrium geometry, with properties calculated with the ωB97M-V functional and the def2-TZVPD basis.

Its largest force on an atom is 2.47 eV/Å. For the energy relative to the best compared isomer or geometry (same formula, charge and spin), the calculation gives 8.7 kcal per mole. Its highest occupied orbital energy is -0.390 hartree. The value obtained for the total energy is -665.41457 Eh. The HOMO-LUMO gap comes out at 10.202 eV.

Cartesian coordinates (Å):
1 O 0.1108 0.2087 1.4901
2 C 0.1461 1.0740 2.3188
3 N 0.0785 2.4118 1.9182
4 C -0.4746 2.9484 0.7172
5 O -1.1356 2.3256 -0.0484
6 H 0.0362 1.0074 3.3992
7 H 0.3317 3.1868 2.5179
8 H -0.1446 3.9999 0.6119
9 H 0.3163 -0.7500 -0.0637
10 H -0.0300 -0.4072 -1.5745
11 O 0.3104 -1.0911 -0.9743
12 H -1.6905 2.0980 -2.2586
13 H -3.1933 1.2595 -2.2700
14 O -2.2850 1.4094 -2.5442
15 H 3.0319 -0.6750 0.6763
16 H 2.4045 0.0169 1.9417
17 O 3.1154 -0.5321 1.6220
18 H 2.0371 -3.2098 -1.0380
19 H 1.2762 -2.4448 -1.9939
20 O 1.9555 -3.1470 -2.0023
21 H -1.9419 -2.6666 -1.3388
22 H -1.8236 -3.8693 -0.4450
23 O -2.4316 -3.1538 -0.6618

Forces on the atoms, in the same order (eV/Å):
0.3 -0.6 0.8
-1.4 1.6 -1.2
-0.1 1.3 -0.6
1.1 -0.8 0.9
-0.2 0.1 -0.4
0.6 -0.7 0.4
0.2 -0.6 0.6
-0.4 -0.1 -0.1
-0.3 0.1 -0.6
0.0 -0.1 0.6
0.0 0.0 -0.3
-1.1 0.4 1.0
0.6 1.1 0.7
0.5 -1.7 -1.7
-0.4 0.2 0.0
-0.3 0.0 -0.4
0.8 -0.4 0.3
0.4 -0.4 -0.3
0.3 -0.2 -0.4
-0.5 0.5 0.7
-0.1 0.1 0.2
-0.1 0.0 0.1
0.3 0.0 -0.2

Atomic partial charges in e from the Löwdin method, atoms 1 to 6: atom 1 (O): 0.067, atom 2 (C): -0.266, atom 3 (N): 0.089, atom 4 (C): -0.273, atom 5 (O): 0.090, atom 6 (H): 0.145